Record 1
Computed, not measured: 21 unconnected molecules or ions with the total composition H42O21 at a distorted geometry, with ωB97M-V with the def2-TZVPD basis set.

Results
* spin multiplicity: 1
* energy relative to the best compared isomer or geometry (same formula, charge and spin): 380.2 kJ/mol

Each line ends with the natural charge from an NBO analysis.
CARTESIAN COORDINATES (ANGSTROEM)
O -2.32 3.30 2.16  -0.9722
O -2.83 -0.93 3.35  -1.0020
O 1.23 -1.47 -1.91  -1.0374
O -1.55 1.85 -3.93  -1.0361
O -3.53 -1.40 -0.23  -0.9748
O -1.63 -2.94 1.03  -0.9672
O -3.12 1.09 0.81  -1.0010
O 0.19 3.07 2.93  -0.9940
O -1.32 1.89 -1.20  -1.0113
O -1.42 0.50 5.07  -1.0192
O 0.82 0.43 -3.82  -0.9764
O 4.00 -1.89 -0.42  -0.9628
O 0.56 -3.98 -2.51  -0.9558
O 2.65 3.13 -0.94  -0.9559
O 2.52 -0.64 2.11  -0.9785
O 3.60 -0.50 -2.90  -1.0303
O -1.92 -3.43 -1.67  -0.9725
O 1.71 1.71 1.20  -1.0195
O 0.55 -0.80 4.10  -0.9686
O -0.67 -0.51 -0.21  -1.0434
O 3.30 2.05 -3.21  -0.9897
H -0.77 1.28 -3.93  0.5310
H -2.67 3.98 1.58  0.4881
H 3.07 -2.11 -0.28  0.4688
H -1.46 2.34 -2.04  0.5150
H -0.08 -3.82 -3.21  0.4864
H 2.17 -1.25 -2.07  0.4881
H 1.71 3.34 -0.98  0.4824
H 1.12 2.27 1.76  0.5226
H -0.86 0.42 -0.44  0.5075
H 0.23 -0.73 -0.49  0.4975
H -0.61 0.10 4.67  0.5118
H 1.33 -0.65 3.53  0.5155
H 2.90 2.35 -2.34  0.5074
H -2.67 -3.98 -1.42  0.4682
H 2.71 0.30 1.85  0.5092
H -2.28 2.44 1.71  0.5135
H 0.20 2.50 3.70  0.4761
H 0.15 -1.57 3.68  0.4792
H -3.74 0.52 0.34  0.5196
H -2.39 -0.50 4.13  0.5020
H 3.66 0.50 -3.00  0.5112
H -2.00 2.24 -4.67  0.4950
H 4.47 -0.76 -3.23  0.4878
H -1.98 -2.74 -1.00  0.5051
H -1.43 1.43 5.30  0.4901
H -0.73 3.39 2.75  0.5185
H 2.65 2.51 -0.17  0.5128
H 1.16 -2.41 -2.20  0.5092
H 3.31 -0.86 2.63  0.4791
H 2.60 1.92 -3.87  0.4910
H -4.29 -1.99 -0.23  0.4656
H -2.18 1.76 -0.76  0.4976
H 3.94 -1.30 -1.19  0.4770
H -1.46 -2.95 1.98  0.4832
H 1.15 0.97 0.91  0.4886
H -2.53 0.46 1.25  0.5010
H -0.02 -4.11 -1.74  0.5047
H 1.36 0.17 -3.06  0.5070
H -0.84 -2.44 0.76  0.5000
H -3.03 -1.78 0.54  0.5047
H -3.55 -1.39 3.80  0.4643
H 0.86 -0.34 -4.39  0.4851

Record 2
Computed, not measured: C4H8O3 in the gas phase at a distorted geometry, with ωB97M-V with the def2-TZVPD basis set.

Results
* spin multiplicity: 1
* energy relative to the best compared isomer or geometry (same formula, charge and spin): 304.6 kJ/mol
* SMILES: C=C(O)[C@H](O)CO

Each line ends with the natural charge from an NBO analysis.
CARTESIAN COORDINATES (ANGSTROEM)
O 0.83 0.28 -2.22  -0.7653
O 0.54 -1.84 -0.58  -0.7012
O -0.47 0.67 2.12  -0.7134
C 0.63 -0.56 -0.02  0.0178
C -0.70 1.56 -0.78  -0.4400
C -0.33 -0.53 1.40  -0.0824
C 0.03 0.46 -0.87  0.2550
H -0.82 2.19 -1.65  0.2308
H 0.17 -1.27 2.04  0.1618
H -1.15 1.89 0.15  0.2368
H 0.92 -0.67 -2.40  0.4752
H -1.32 -0.93 1.18  0.1751
H 0.40 1.08 2.22  0.4705
H -0.38 -1.99 -0.86  0.4748
H 1.65 -0.33 0.27  0.2044

Record 3
Computed, not measured: 6 unconnected molecules or ions with the total composition C47H71O18PS5 at a distorted geometry, with ωB97M-V with the def2-TZVPD basis set.

Results
* spin multiplicity: 1
* E_tot: -150209.7550 eV
* SMILES: CC[C@H](C)c1cc(CCOC=O)c2c(c1CCCO)C(=O)c1c(CCC(=O)O)ccc([PH2]=O)c1C2=O.O=S1(=O)CCCC1.O=S1(=O)CCCC1.O=S1(=O)CCCC1.O=S1(=O)CCCC1.O=S1(=O)CCCC1

Each line ends with the Mulliken charge.
CARTESIAN COORDINATES (ANGSTROEM)
S 7.49 1.62 -4.69  1.3031
S -4.70 -3.73 4.45  1.0815
S -2.84 4.07 -7.14  1.1669
S -8.62 0.33 5.77  1.2982
S 5.34 -5.95 0.78  1.0364
P -0.70 -4.03 0.39  0.4168
O -7.19 0.19 5.78  -0.6915
O 0.41 2.69 2.77  -0.5432
O 6.72 0.61 -4.02  -0.6600
O 5.03 -4.56 0.99  -0.5096
O 0.63 -4.40 0.93  -0.4910
O -9.47 -0.61 5.09  -0.6869
O -0.09 -2.08 -1.89  -0.6247
O 5.42 -0.66 1.38  -0.4359
O 3.71 -1.74 0.42  0.0027
O -1.07 4.25 3.32  -0.5249
O -1.52 2.14 -0.58  -0.5953
O -2.05 4.16 -8.34  -0.6636
O -0.10 3.16 -3.05  -0.4162
O 8.18 2.66 -3.97  -0.7108
O 6.32 -6.36 -0.19  -0.7072
O -3.93 -2.51 4.44  -0.5969
O -4.04 -5.01 4.35  -0.7003
O -3.56 5.21 -6.63  -0.6780
C 3.79 -6.82 0.49  -0.3420
C 6.53 2.62 -1.20  -1.3377
C -3.19 1.50 -6.76  -0.7487
C -9.69 1.99 7.57  -0.6493
C -2.06 -2.21 1.96  -0.5002
C -5.78 -3.70 5.87  -0.9917
C 3.93 3.06 -0.95  1.2189
C -9.03 1.98 5.22  -0.7624
C -7.32 -3.61 3.97  -0.8539
C -9.21 0.53 7.45  -0.7064
C 2.37 -0.40 -1.44  0.3388
C 1.05 -0.16 -1.07  -0.0958
C 4.06 -2.15 -0.92  -0.3518
C -0.28 4.37 -2.32  -0.5889
C -2.48 -0.94 2.36  -0.8250
C 6.50 2.38 -5.97  -0.7814
C 4.34 3.17 0.53  -1.8361
C 0.94 4.59 -1.45  -1.0108
C -1.72 1.93 3.45  -0.5643
C -2.49 2.00 -5.49  -0.5483
C -2.58 1.53 2.21  -1.4607
C 1.07 3.59 -0.28  -1.3380
C 5.16 2.81 -1.87  -0.7274
C -0.70 2.97 3.14  0.3784
C 0.65 1.13 -0.68  1.0279
C 5.70 -6.70 2.36  -0.7605
C 3.25 0.68 -1.42  -0.4337
C -7.05 -3.02 5.36  -0.0572
C -1.84 3.35 -5.83  -0.3790
C 7.45 2.48 -7.17  -0.6021
C 8.21 1.15 -7.22  -0.6087
C 4.80 -1.66 1.23  -0.1220
C 1.54 2.21 -0.68  1.0361
C -0.78 1.24 -0.27  -0.0841
C -1.25 -2.36 0.84  0.0053
C -3.97 2.69 -7.31  -0.7307
C -5.99 -3.61 3.21  -0.6930
C -1.28 0.07 0.55  0.0715
C -2.11 0.21 1.68  -0.0810
C 3.62 -7.78 1.68  -0.6565
C 2.87 -1.77 -1.82  -1.2947
C 4.34 -7.16 2.88  -0.5495
C 2.88 1.96 -1.03  0.3675
C 8.68 0.83 -5.80  -0.7744
C -0.86 -1.20 0.15  0.7635
C -10.14 2.43 6.17  -0.5629
C 0.04 -1.24 -1.03  -0.5482
H -9.34 1.95 4.17  0.3954
H 6.90 2.68 -8.09  0.3579
H -10.29 3.51 6.12  0.3490
H 6.13 3.34 -5.62  0.3904
H -0.94 2.71 -3.16  0.1527
H -10.50 2.08 8.30  0.3275
H -0.81 -4.16 -1.00  0.0611
H -1.16 1.07 3.81  0.4251
H -6.88 -1.95 5.27  -0.1531
H -8.08 -3.05 3.44  0.3922
H -5.84 -2.67 2.67  0.3091
H -5.97 -4.74 6.15  0.3687
H 4.95 -1.59 -1.23  0.3980
H 1.75 4.02 0.44  0.5271
H -8.87 2.62 7.91  0.3061
H -10.02 -0.17 7.60  0.3982
H -5.30 -3.17 6.69  0.4493
H -3.09 -0.85 3.24  0.8058
H -0.32 5.19 -3.05  0.5647
H 2.99 -6.08 0.46  0.0769
H -3.22 2.13 -4.70  0.2841
H -11.08 1.94 5.91  0.2926
H 4.82 2.27 0.89  0.2918
H 9.05 1.19 -7.91  0.3194
H -0.83 3.23 -6.21  0.3838
H -4.26 2.58 -8.35  0.4144
H -7.89 -3.18 6.03  0.5570
H -5.89 -4.45 2.52  0.4875
H 4.21 -3.22 -0.95  0.2215
H 6.37 -7.55 2.18  0.3374
H 5.02 1.98 -2.55  0.4009
H 1.80 4.60 -2.11  0.3824
H -4.85 2.90 -6.69  0.3476
H 5.67 1.71 -6.18  0.4134
H -2.33 -3.09 2.52  0.3619
H -8.14 2.60 5.32  0.3557
H 4.07 -8.75 1.44  0.2974
H -1.84 4.03 -4.98  0.1413
H 7.23 2.31 -1.97  0.2567
H -1.74 1.29 -5.14  0.3290
H -8.40 0.32 8.14  0.3757
H -3.62 1.47 2.51  0.6281
H 2.57 -7.96 1.89  0.3452
H -2.48 2.32 1.47  0.5803
H 3.53 4.02 -1.23  0.2195
H 0.87 5.59 -1.02  0.4026
H 8.15 3.30 -7.01  0.3096
H 9.65 1.26 -5.59  0.3580
H -3.84 0.65 -6.56  0.3610
H 4.27 0.48 -1.70  0.3647
H 3.77 -6.30 3.25  0.2766
H -2.36 2.25 4.26  0.4358
H 3.49 3.37 1.18  0.3927
H -7.68 -4.64 4.07  0.3130
H 3.17 -1.81 -2.86  0.5003
H 3.85 -7.34 -0.46  0.3897
H -2.44 1.18 -7.49  0.3376
H 0.11 3.57 0.21  0.1641
H 6.52 1.84 -0.44  0.2233
H 5.01 4.02 0.64  0.4326
H -0.26 4.78 3.33  0.3877
H 2.12 -2.52 -1.65  0.3155
H 6.89 3.56 -0.80  0.4212
H 5.08 -2.57 1.75  0.3733
H 4.45 -7.87 3.70  0.3600
H 8.69 -0.24 -5.59  0.3464
H -1.71 -4.85 0.95  0.0185
H -1.21 4.38 -1.75  0.2876
H 7.54 0.36 -7.57  0.2983
H 6.19 -5.97 3.00  0.3947
H 5.27 3.69 -2.51  0.2900

Record 4
Computed, not measured: a molecular structure, C22H17Cl2F13N4OZr at a distorted geometry, with ωB97M-V with the def2-TZVPD basis set.

Results
* spin multiplicity: 1
* energy relative to the best compared isomer or geometry (same formula, charge and spin): 91.9 kJ/mol

Each line ends with the natural charge from an NBO analysis.
CARTESIAN COORDINATES (ANGSTROEM)
Zr -0.20 -0.16 0.07  2.1458
Cl -1.87 -0.16 2.22  0.0747
Cl -4.42 -0.11 -2.51  -0.0102
F 0.50 1.77 2.11  -0.3076
F -0.94 4.66 -0.16  -0.3072
F 0.83 -1.04 2.31  -0.3270
F -1.22 2.96 -1.47  -0.2862
F 2.86 3.26 -0.74  -0.3023
F 5.94 0.70 2.05  -0.3069
F 2.10 -0.36 4.57  -0.3074
F 1.25 3.88 -2.04  -0.3131
F 0.27 3.93 2.16  -0.3005
F 2.22 3.05 1.82  -0.2991
F -1.65 2.78 0.64  -0.3008
F 1.68 5.01 -0.24  -0.3125
F 4.72 0.04 -0.17  -0.3191
O 0.86 1.57 -0.36  -0.8787
N 1.94 -1.00 -0.07  -0.7853
N -1.99 -0.14 -0.63  -1.1292
N -0.61 -2.42 0.36  -0.4199
N 0.23 -0.91 -2.27  -0.4882
C 0.92 2.94 1.55  0.9759
C -1.10 -4.96 0.72  -0.7222
C 0.64 2.86 0.02  0.0193
C -4.59 -0.13 2.00  -0.2597
C 2.78 -0.28 3.42  0.3510
C 4.04 -0.11 0.98  0.2839
C 4.08 0.18 3.39  -0.3950
C 1.51 -1.65 -2.31  -0.2145
C -5.68 -0.10 -0.13  -0.2154
C -0.82 3.34 -0.26  0.9700
C 4.68 0.25 2.15  0.3557
C -0.83 -3.54 0.52  0.4627
C -3.40 -0.14 1.32  0.0141
C -4.46 -0.12 -0.77  -0.0561
C 1.63 3.78 -0.76  0.9761
C 0.31 0.32 -3.09  -0.4261
C -5.76 -0.11 1.26  -0.2490
C 2.52 -1.00 -1.40  -0.2330
C 2.15 -0.64 2.26  0.2705
C -0.83 -1.76 -2.84  -0.4115
C -3.23 -0.13 -0.07  0.0988
C 2.72 -0.60 0.98  0.0827
H -1.78 -1.23 -2.78  0.2555
H -0.84 -5.51 -0.18  0.2679
H -0.51 -5.33 1.55  0.2702
H -6.73 -0.09 1.75  0.2199
H 1.03 1.01 -2.68  0.2321
H -6.58 -0.08 -0.73  0.2273
H 1.31 -2.66 -1.94  0.2006
H 2.76 0.01 -1.76  0.1919
H -0.59 -2.00 -3.88  0.1805
H -0.67 0.79 -3.09  0.2367
H -2.16 -5.09 0.93  0.2705
H -4.61 -0.13 3.09  0.2279
H 3.45 -1.58 -1.46  0.2026
H 0.59 0.05 -4.12  0.1843
H 4.60 0.48 4.29  0.2497
H 1.87 -1.72 -3.34  0.1907
H -0.91 -2.68 -2.26  0.1941

Record 5
Computed, not measured: a gas-phase ion, C5H10Cl2N (charge +1) at a distorted geometry, with ωB97M-V with the def2-TZVPD basis set.

Results
* total charge: +1
* spin multiplicity: 1
* energy relative to the best compared isomer or geometry (same formula, charge and spin): 0.0 kJ/mol
* SMILES: C[N@@H+]1CCC(Cl)(Cl)C1

Each line ends with the natural charge from an NBO analysis.
CARTESIAN COORDINATES (ANGSTROEM)
Cl 2.94 -1.40 0.32  0.0456
Cl 2.67 1.49 0.06  -0.0363
N -0.68 0.47 0.27  -0.3520
C -0.52 -0.30 -0.99  -0.2422
C 1.70 -0.12 -0.02  0.0314
C 1.03 -0.22 -1.35  -0.5344
C -2.03 0.17 0.85  -0.4228
C 0.51 -0.03 1.03  -0.3081
H -2.61 0.42 0.01  0.2276
H -0.52 1.47 0.15  0.4538
H 1.34 0.55 -2.06  0.2762
H 1.58 -1.07 -1.80  0.2939
H -2.18 -0.83 1.20  0.2486
H -1.08 0.04 -1.88  0.2611
H 0.41 -0.99 1.60  0.2763
H -2.45 0.84 1.66  0.2644
H 0.84 0.80 1.76  0.2738
H -0.96 -1.28 -0.81  0.2431

What is the spin multiplicity in the fifth record? 1

Repeat the fourth record exactly.
Computed, not measured: a molecular structure, C22H17Cl2F13N4OZr at a distorted geometry, with ωB97M-V with the def2-TZVPD basis set.

Results
* spin multiplicity: 1
* energy relative to the best compared isomer or geometry (same formula, charge and spin): 91.9 kJ/mol

Each line ends with the natural charge from an NBO analysis.
CARTESIAN COORDINATES (ANGSTROEM)
Zr -0.20 -0.16 0.07  2.1458
Cl -1.87 -0.16 2.22  0.0747
Cl -4.42 -0.11 -2.51  -0.0102
F 0.50 1.77 2.11  -0.3076
F -0.94 4.66 -0.16  -0.3072
F 0.83 -1.04 2.31  -0.3270
F -1.22 2.96 -1.47  -0.2862
F 2.86 3.26 -0.74  -0.3023
F 5.94 0.70 2.05  -0.3069
F 2.10 -0.36 4.57  -0.3074
F 1.25 3.88 -2.04  -0.3131
F 0.27 3.93 2.16  -0.3005
F 2.22 3.05 1.82  -0.2991
F -1.65 2.78 0.64  -0.3008
F 1.68 5.01 -0.24  -0.3125
F 4.72 0.04 -0.17  -0.3191
O 0.86 1.57 -0.36  -0.8787
N 1.94 -1.00 -0.07  -0.7853
N -1.99 -0.14 -0.63  -1.1292
N -0.61 -2.42 0.36  -0.4199
N 0.23 -0.91 -2.27  -0.4882
C 0.92 2.94 1.55  0.9759
C -1.10 -4.96 0.72  -0.7222
C 0.64 2.86 0.02  0.0193
C -4.59 -0.13 2.00  -0.2597
C 2.78 -0.28 3.42  0.3510
C 4.04 -0.11 0.98  0.2839
C 4.08 0.18 3.39  -0.3950
C 1.51 -1.65 -2.31  -0.2145
C -5.68 -0.10 -0.13  -0.2154
C -0.82 3.34 -0.26  0.9700
C 4.68 0.25 2.15  0.3557
C -0.83 -3.54 0.52  0.4627
C -3.40 -0.14 1.32  0.0141
C -4.46 -0.12 -0.77  -0.0561
C 1.63 3.78 -0.76  0.9761
C 0.31 0.32 -3.09  -0.4261
C -5.76 -0.11 1.26  -0.2490
C 2.52 -1.00 -1.40  -0.2330
C 2.15 -0.64 2.26  0.2705
C -0.83 -1.76 -2.84  -0.4115
C -3.23 -0.13 -0.07  0.0988
C 2.72 -0.60 0.98  0.0827
H -1.78 -1.23 -2.78  0.2555
H -0.84 -5.51 -0.18  0.2679
H -0.51 -5.33 1.55  0.2702
H -6.73 -0.09 1.75  0.2199
H 1.03 1.01 -2.68  0.2321
H -6.58 -0.08 -0.73  0.2273
H 1.31 -2.66 -1.94  0.2006
H 2.76 0.01 -1.76  0.1919
H -0.59 -2.00 -3.88  0.1805
H -0.67 0.79 -3.09  0.2367
H -2.16 -5.09 0.93  0.2705
H -4.61 -0.13 3.09  0.2279
H 3.45 -1.58 -1.46  0.2026
H 0.59 0.05 -4.12  0.1843
H 4.60 0.48 4.29  0.2497
H 1.87 -1.72 -3.34  0.1907
H -0.91 -2.68 -2.26  0.1941

Which value of spin multiplicity does entry 4 give? 1